Below is a cluster of 2 separate species, C8H11N4S in total at a distorted geometry, with properties calculated with ωB97M-V with the def2-TZVPD basis set.

Bonds (Å) are listed after each position.
CARTESIAN COORDINATES (ANGSTROEM)
1 C 3.32 0.51 -1.56  C2 1.355, C3 1.437, H14 1.159
2 C 3.08 -0.49 -0.67  C1 1.355, C4 1.395, H15 1.081
3 C 2.25 1.37 -1.99  C1 1.437, C5 1.450, S13 1.866, H16 1.116
4 C 1.81 -0.85 -0.22  C2 1.395, C6 1.366, H17 1.134
5 C 0.95 1.00 -1.47  C3 1.450, C6 1.502, S13 1.822, H18 1.144
6 C 0.68 -0.15 -0.54  C4 1.366, C5 1.502, C8 1.390
7 C -2.87 -1.31 2.14  N9 1.193, N10 1.226
8 C -0.60 -0.60 -0.24  C6 1.390, N12 1.326, H19 1.138
9 N -3.33 -2.41 2.03  C7 1.193, H20 1.032
10 N -2.13 -0.34 2.06  C7 1.226, N11 1.314
11 N -2.45 0.94 2.07  N10 1.314, H21 0.992, H22 1.064
12 N -1.70 0.06 -0.56  C8 1.326, H23 1.005, H24 1.039
13 S 1.53 2.58 -0.78  C3 1.866, C5 1.822
14 H 4.41 0.78 -1.84  C1 1.159
15 H 3.97 -1.02 -0.34  C2 1.081
16 H 2.41 1.87 -2.98  C3 1.116
17 H 1.86 -1.54 0.68  C4 1.134
18 H 0.17 0.98 -2.30  C5 1.144
19 H -0.86 -1.59 0.25  C8 1.138
20 H -3.26 -3.20 2.68  N9 1.032
21 H -1.76 1.64 2.01  N11 0.992
22 H -3.20 1.17 2.79  N11 1.064
23 H -1.74 0.84 -1.20  N12 1.005
24 H -2.55 -0.26 -0.04  N12 1.039

The maximum force is 5.47 eV/A. As for the energy above the lowest of the compared OMol25 structures with the same formula, charge and spin: 82.29 kcal per mole. The HOMO-LUMO gap comes out at 0.23954 Eh. The net charge is +1.

Atomic partial charges in e from the natural (NBO) method, atoms 1 to 6:
1. C -0.02
2. C -0.30
3. C -0.34
4. C 0.02
5. C -0.33
6. C -0.21